Molecular formula: C52H128F14N10O30S6
Method: DFT, ωB97M-V/def2-TZVPD

Each line ends with the Löwdin charge.
CARTESIAN COORDINATES (ANGSTROEM)
1 S 1.4887 -1.8946 1.4448  0.57
2 S 0.7835 1.9758 4.2662  0.43
3 S 6.9753 2.0035 -0.0300  0.50
4 S -0.3220 -3.2944 -0.2919  0.46
5 S -3.4117 1.5726 -2.5009  0.64
6 S -4.4886 3.8840 -1.1552  0.69
7 F -1.8008 -0.3430 -2.6421  0.08
8 F -1.8890 0.3748 -0.6277  0.18
9 F 2.4246 -2.4550 0.1564  -0.26
10 F 6.6496 0.3580 2.1134  0.12
11 F -4.7159 4.0678 -3.6506  0.18
12 F 0.6775 -4.5230 -0.5786  -0.21
13 F 8.6772 0.8208 1.6592  0.17
14 F -1.5728 1.4775 3.0484  0.10
15 F -1.5882 1.0561 5.1919  0.09
16 F -1.5276 3.1027 4.4860  0.10
17 F -3.4196 5.5789 -2.8623  0.20
18 F -0.8380 1.5898 -2.0311  0.11
19 F -5.5049 5.7946 -2.5303  0.16
20 F 7.3960 2.2848 2.6744  0.06
21 O -0.4548 0.6209 -6.2201  -0.17
22 O 5.6057 2.4424 0.0635  -0.30
23 O 4.2088 4.8935 1.0009  -0.19
24 O -1.4890 -4.0737 -0.0621  -0.32
25 O 3.5778 -0.8842 8.0215  -0.17
26 O 1.2808 0.6318 4.4148  -0.31
27 O -4.3901 0.6304 -1.9846  -0.30
28 O 1.4189 -0.4751 1.1842  -0.28
29 O -4.1654 -1.0234 2.6667  -0.16
30 O -3.9798 -5.0488 -2.7294  -0.21
31 O -4.0771 4.6930 -0.0617  -0.26
32 O -7.4413 1.5620 0.1530  -0.18
33 O -0.3345 0.9590 -10.1248  -0.20
34 O -3.3426 1.7562 -3.9570  -0.28
35 O -4.7539 -10.0309 -4.7565  -0.21
36 O -3.2328 -5.2262 8.2441  -0.21
37 O 5.1828 4.3512 -3.8961  -0.19
38 O 5.4779 -4.6907 -0.8813  -0.20
39 O -0.2419 -2.4118 -1.4338  -0.31
40 O 0.8910 2.5992 2.9639  -0.34
41 O 5.3304 3.9663 6.5908  -0.17
42 O -3.0656 -5.5753 4.0049  -0.20
43 O -0.3195 5.8757 -2.8586  -0.18
44 O 7.1412 0.8704 -0.8836  -0.28
45 O -1.6005 6.8297 1.0956  -0.22
46 O -5.7742 3.1886 -1.1207  -0.29
47 O 3.4290 -0.1816 -3.0713  -0.18
48 O 1.0453 2.8368 5.3781  -0.31
49 O 2.0394 -2.4199 2.6392  -0.24
50 O 7.8743 3.1615 -0.2106  -0.33
51 N -1.8282 2.1020 -8.1861  0.06
52 N 4.1255 1.8006 7.6495  0.06
53 N -4.5072 -4.7889 5.9169  0.08
54 N 0.1561 -2.6484 1.0298  -0.32
55 N 4.5501 -2.5333 -1.7633  0.04
56 N -3.2079 2.8666 -1.5863  -0.30
57 N -4.8655 1.1150 0.5655  0.03
58 N 6.6310 5.5560 -0.5735  0.05
59 N -4.1556 -7.6303 -3.7802  0.05
60 N -0.7499 4.7575 -0.2268  0.09
61 C 0.2842 -0.4120 -5.6286  -0.07
62 C -1.0663 1.8682 4.2254  -0.64
63 C 5.3425 5.4641 1.5655  -0.24
64 C -4.4354 -7.7472 -5.2955  -0.05
65 C 3.9641 3.9737 6.8316  -0.24
66 C 5.9019 3.7366 5.2094  0.00
67 C -0.2565 6.1864 -4.2216  -0.11
68 C 6.2463 4.6239 -2.9523  -0.17
69 C 0.8575 1.2236 -10.7373  -0.15
70 C 3.5036 3.0626 7.9331  -0.11
71 C 6.2217 -5.6357 -0.1652  -0.07
72 C -1.8752 -6.1709 3.4153  -0.05
73 C -2.5182 1.5238 -7.0174  -0.09
74 C -2.4974 1.6947 -9.5160  -0.06
75 C -5.5052 2.0221 1.5384  -0.09
76 C -2.4620 -5.7835 9.2572  -0.09
77 C 7.4752 1.3220 1.6670  -0.61
78 C -5.1262 -0.3572 0.6278  -0.07
79 C 4.6843 0.9990 8.8570  -0.06
80 C 0.3751 4.7001 -2.4652  -0.19
81 C 4.8013 -0.2178 -2.6783  -0.20
82 C 6.0400 6.3303 0.5883  -0.09
83 C -3.4378 -1.9597 3.3405  -0.12
84 C -4.5552 -11.4371 -4.9684  -0.06
85 C 3.6407 3.8718 1.7574  -0.12
86 C -4.0919 -9.1705 -5.6338  -0.24
87 C -1.4264 1.8105 -10.5960  -0.14
88 C 6.1978 -4.2043 -1.9273  -0.26
89 C -1.7629 0.2751 -6.4325  -0.21
90 C -2.6536 7.8349 1.2913  -0.03
91 C -5.2270 -4.4655 7.2126  -0.09
92 C -4.5107 4.9134 -2.7052  -0.75
93 C -2.8412 -5.5429 -3.3891  -0.21
94 C -4.0435 -3.6374 -2.6151  -0.07
95 C -4.0019 -1.0564 1.2932  -0.22
96 C -7.0466 1.9338 1.4387  -0.21
97 C -2.8388 -7.0885 -3.2992  -0.07
98 C 5.0216 -1.1794 -1.5120  -0.13
99 C -5.0415 -6.0629 5.2374  -0.05
100 C -0.6033 4.7109 1.2808  -0.06
101 C 2.7535 0.7596 -2.1755  -0.05
102 C -4.6848 -5.2817 8.3502  -0.17
103 C -1.9025 0.7851 -1.8616  -0.67
104 C 2.8145 -2.1023 8.2313  -0.05
105 C 0.6398 4.7990 -0.9505  -0.02
106 C -8.3042 2.4751 -0.5922  -0.05
107 C 5.7079 3.3679 -4.7633  -0.11
108 C 3.8318 -0.1637 9.1576  -0.28
109 C -1.6469 5.7250 1.9282  -0.20
110 C -3.8742 -6.6611 4.4626  -0.20
111 C 5.2348 -3.4074 -2.7450  -0.07
112 C 5.6963 5.5033 -1.7571  -0.07
113 H -5.1612 1.4889 -0.3410  0.08
114 H 6.4701 -6.5798 -0.7297  0.12
115 H -2.3787 -2.0619 3.0208  0.11
116 H -3.4002 -1.5742 4.3682  0.10
117 H -6.2881 -4.7584 7.1933  0.15
118 H -1.8756 3.1281 -8.1274  0.19
119 H -3.0467 -9.3611 -5.5669  0.12
120 H -2.0638 -6.5580 2.4344  0.08
121 H 1.7184 0.6950 -10.2573  0.11
122 H -4.0925 -2.0706 0.9196  0.14
123 H -7.2647 1.2762 2.2889  0.12
124 H 5.1380 3.4215 4.5008  0.08
125 H -4.2298 -8.5901 -3.4556  0.15
126 H 1.7321 0.7973 -2.4437  0.06
127 H 3.5566 -2.4675 -1.9561  0.16
128 H 2.7765 0.4009 -1.1768  0.06
129 H 0.9941 5.7894 -0.7245  0.14
130 H 6.0878 -1.2588 -1.2193  0.14
131 H -2.5094 -5.2436 10.1801  0.09
132 H 5.4643 -0.4418 -3.5807  0.15
133 H 4.4353 3.1321 1.9595  0.08
134 H -4.8471 -6.9876 -3.3579  0.17
135 H -1.0999 2.8516 -10.7117  0.14
136 H 7.0314 5.1440 -3.4861  0.12
137 H 4.3387 -0.7454 9.9262  0.13
138 H -1.2508 5.6563 -0.3098  0.14
139 H -3.6294 7.4001 0.9204  0.10
140 H -1.9102 -5.2502 -2.8073  0.14
141 H 5.9753 4.6384 1.8741  0.12
142 H 3.9788 3.3520 8.8943  0.14
143 H -2.7649 -6.8108 9.4905  0.10
144 H -5.5205 -7.5364 -5.4898  0.16
145 H 2.4261 2.8531 8.0827  0.16
146 H 5.7392 0.7583 8.6263  0.15
147 H -4.4623 -9.3240 -6.6771  0.16
148 H -3.5238 1.2023 -7.2420  0.14
149 H -5.1140 -4.8604 9.2924  0.16
150 H -1.0387 5.7428 -4.8312  0.08
151 H 3.1393 1.8193 -2.1746  0.11
152 H 7.0372 -3.5525 -1.5679  0.15
153 H 7.4644 6.0766 -0.8702  0.18
154 H -5.0882 -6.2815 8.2732  0.12
155 H -0.3283 7.2799 -4.3665  0.11
156 H -1.8283 1.3826 -11.4942  0.13
157 H -2.4926 2.2575 -6.2605  0.10
158 H -4.2790 -7.2680 3.6917  0.12
159 H -3.8716 1.3624 0.6063  0.15
160 H 1.1397 -0.0001 -5.1720  0.07
161 H -5.0935 -3.4552 7.4691  0.12
162 H -5.2812 -11.8024 -5.6910  0.09
163 H -2.7506 -5.0886 -4.4248  0.14
164 H 4.9114 2.0378 7.0286  0.16
165 H -5.1875 1.6178 2.5310  0.15
166 H 5.7965 -2.8294 -3.4665  0.14
167 H -2.8456 0.6529 -9.4184  0.14
168 H -8.1335 3.5054 -0.3816  0.07
169 H -1.4085 5.8278 2.9920  0.14
170 H -9.3937 2.1617 -0.4688  0.12
171 H -8.0687 2.3409 -1.6362  0.08
172 H 2.9635 3.2804 1.1426  0.08
173 H -7.3720 2.8819 1.8727  0.14
174 H 0.4994 -1.2349 -6.2971  0.10
175 H -2.7773 -7.3565 -2.2650  0.13
176 H -3.1882 -7.2841 5.0826  0.14
177 H -3.9139 -2.9747 3.3087  0.09
178 H 3.2411 -2.7184 9.0159  0.09
179 H 7.1003 -5.1251 0.2298  0.10
180 H 0.8661 1.0469 -11.8337  0.11
181 H 1.3221 4.6019 -2.9609  0.12
182 H 4.8150 1.7159 9.6500  0.13
183 H -2.6568 5.3395 1.8329  0.10
184 H -2.8144 8.1006 2.3583  0.10
185 H 7.1011 4.6063 -0.3686  0.11
186 H 3.6108 4.9842 7.1866  0.16
187 H 1.7434 -1.9788 8.4890  0.10
188 H 6.5287 3.8095 -5.3660  0.10
189 H 3.1614 4.1722 2.6796  0.08
190 H -3.0692 -0.5876 1.0008  0.12
191 H 3.5169 1.1607 7.1743  0.16
192 H -0.6742 3.6794 1.6955  0.12
193 H 4.9044 3.1127 -5.4437  0.09
194 H -3.5383 -5.0271 6.2350  0.16
195 H 1.2321 2.2421 -10.6805  0.08
196 H 2.8369 -2.6920 7.3381  0.08
197 H 3.3305 3.8373 6.0031  0.09
198 H 6.9147 6.7033 1.1682  0.15
199 H -4.9550 -3.3221 -2.1291  0.09
200 H 6.7889 3.1560 5.3181  0.08
201 H -3.3799 2.3091 -9.5852  0.14
202 H -1.2573 -5.3344 3.3148  0.07
203 H -0.2550 -0.9209 -4.7994  0.10
204 H -5.2958 -0.7787 -0.3642  0.13
205 H 5.5768 -5.8735 0.7020  0.11
206 H -0.8395 1.7890 -8.1918  0.17
207 H -2.0726 -7.5770 -3.9096  0.14
208 H -0.2626 3.8667 -2.7311  0.11
209 H -1.2905 -6.9628 4.0224  0.13
210 H 1.2293 3.9283 -0.5806  0.14
211 H 4.7363 5.1494 -1.3774  0.12
212 H -5.5582 -6.7305 5.9286  0.14
213 H 0.3394 5.0371 1.5787  0.10
214 H -3.5666 -11.8050 -5.3594  0.12
215 H -3.8026 -6.9928 -5.7510  0.13
216 H 5.5462 7.2509 0.2345  0.15
217 H 6.7260 3.7029 -2.5231  0.11
218 H -4.8714 -11.8982 -4.0121  0.11
219 H -2.4346 8.7241 0.6966  0.09
220 H -5.1081 2.9965 1.3534  0.09
221 H 6.5975 -5.0173 -2.5736  0.15
222 H -5.9728 -0.4342 1.2683  0.13
223 H 4.6039 -0.7909 -0.6101  0.13
224 H -4.0078 -3.2403 -3.6307  0.09
225 H 0.7076 5.9901 -4.6506  0.08
226 H -3.1485 -3.2085 -2.0354  0.10
227 H 4.5565 -2.9909 -0.7917  0.19
228 H -1.8567 -0.5442 -7.1701  0.14
229 H 5.1399 6.1083 2.4554  0.15
230 H 2.8353 0.1724 9.7297  0.18
231 H 6.2096 4.7300 4.8549  0.09
232 H -4.3638 -4.0557 5.2439  0.14
233 H -1.4408 -5.7997 8.8115  0.11
234 H 5.0444 0.8076 -2.2816  0.10
235 H -1.3357 3.9781 -0.5137  0.12
236 H -5.8498 -5.7610 4.6082  0.13
237 H 6.0379 2.4918 -4.1365  0.10
238 H -2.2646 0.1096 -5.4726  0.11
239 H 5.5242 6.5439 -2.0787  0.14
240 H 4.4973 -3.9979 -3.2400  0.14

For the total energy, the calculation gives -235338.1003 eV. For the HOMO-LUMO gap, the calculation gives 8.6 eV. The largest force on an atom comes out at 3.72 eV/A. The net charge is +4.